(1)
Computed, not measured: a 2-piece molecular cluster, C5H13N3 overall, with ωB97M-V/def2-TZVPD.

Last column: natural (NBO) charge in e.
Positions of all 21 atoms, in Å:
N 0.156 -0.838 -0.115  -0.881
C -0.282 -1.877 -1.000  -0.031
C 0.567 -2.671 -1.635  -0.057
N 0.075 -3.615 -2.609  -0.848
H -0.228 -0.964 0.819  0.360
H -0.212 0.064 -0.422  0.391
H -1.333 -1.863 -1.272  0.170
H 1.641 -2.548 -1.532  0.174
H 0.332 -4.550 -2.336  0.357
H 0.549 -3.435 -3.485  0.355
C 0.906 1.855 2.782  -0.364
C 0.041 2.588 2.091  -0.207
C -0.030 2.608 0.611  -0.264
N -1.227 1.892 0.091  -0.844
H 0.977 1.813 3.861  0.198
H 1.597 1.176 2.289  0.197
H -0.717 3.114 2.667  0.195
H -0.017 3.628 0.205  0.185
H 0.816 2.091 0.151  0.199
H -1.562 2.330 -0.762  0.359
H -2.001 1.999 0.739  0.357

Cartesian forces (eV/Å) of the 3 atoms listed first:
N 0.2950 -0.1042 0.1527
C 0.2564 0.8070 -0.1265
C -0.4224 0.0344 -0.3928

Computed properties:
SMILES string = N/C=C/N.C=CCN

(2)
Computed, not measured: C5H13N3 as an isolated structure, with ωB97M-V/def2-TZVPD.

Last column: natural (NBO) charge in e.
Positions of all 21 atoms, in Å:
C 1.111 1.297 0.158  -0.597
C 1.463 -0.208 0.868  -0.155
C 1.331 0.066 2.302  -0.597
C -0.400 -0.265 -1.915  0.036
C -1.747 0.171 -1.476  -0.332
H 1.752 2.074 0.273  0.195
H 1.181 1.005 -0.957  0.225
H 0.100 1.416 0.638  0.215
H 2.459 -0.560 0.747  0.213
H 2.529 0.379 2.532  0.234
H 0.531 1.219 2.560  0.196
H 0.616 -0.892 3.152  0.216
H 0.428 -1.811 0.432  0.375
H -0.150 -0.323 -2.993  0.197
H -1.409 0.457 -0.069  0.238
H -2.142 1.214 -2.307  0.217
H -2.836 -1.804 -1.772  0.361
H -2.635 -0.908 -0.136  0.373
N 0.197 -0.783 0.236  -0.514
N 0.575 -0.914 -1.165  -0.273
N -2.955 -0.830 -1.108  -0.821

Cartesian forces (eV/Å) of the 3 atoms listed first:
C -0.3960 -4.3762 -0.9225
C -3.5603 4.7283 -1.3847
C -1.4669 2.0016 4.6517

(3)
Computed, not measured: one molecule with the formula C5H13N3, with ωB97M-V/def2-TZVPD.

Last column: natural (NBO) charge in e.
Positions of all 21 atoms, in Å:
H -0.404 -0.515 -3.012  0.339
N -1.281 -0.610 -2.448  -0.644
C -1.215 -0.271 -1.220  0.348
C -2.402 -0.399 -0.285  -0.688
C 0.097 0.364 -0.481  -0.123
C -0.345 1.569 0.369  -0.602
N 0.717 -0.473 0.578  -0.288
C 2.082 -0.116 1.047  -0.421
N 0.850 -1.764 -0.056  -0.693
H -2.172 -1.255 0.368  0.229
H -3.284 -0.659 -0.835  0.236
H -2.515 0.436 0.403  0.223
H 0.731 0.530 -1.314  0.171
H -1.228 1.350 0.933  0.208
H -0.547 2.391 -0.273  0.205
H 0.396 1.848 1.085  0.211
H 2.153 -0.771 1.957  0.221
H 2.823 -0.471 0.335  0.190
H 2.147 1.005 1.154  0.197
H 0.083 -2.329 0.173  0.345
H 0.798 -1.802 -1.048  0.334

Cartesian forces (eV/Å) of the 3 atoms listed first:
H -0.6501 0.1139 0.9763
N 0.4188 0.2555 0.4403
C 1.1865 0.6061 0.9895

Computed properties:
SMILES string = [H]/N=C(/C)[C@@H](C)N(C)N

(4)
Computed, not measured: a 2-piece molecular cluster, C5H13N3 overall, with ωB97M-V/def2-TZVPD.

Last column: natural (NBO) charge in e.
Positions of all 21 atoms, in Å:
C -1.326 -0.567 -0.940  0.381
C 1.665 -0.598 1.223  -0.275
C 1.269 0.186 0.042  0.382
C 1.398 1.585 -0.459  -0.714
C -3.105 0.113 0.619  -0.433
N -0.059 -0.636 -1.253  -0.593
N -1.802 -0.030 0.135  -0.481
N 2.320 -0.851 -0.081  -0.553
H -2.012 -1.095 -1.768  0.280
H 2.163 -0.194 2.080  0.306
H 1.032 -1.485 1.630  0.300
H 2.182 2.151 -0.034  0.294
H 0.517 2.156 0.032  0.290
H 1.259 1.709 -1.549  0.289
H -3.467 1.059 0.192  0.244
H -2.956 0.257 1.685  0.242
H -3.824 -0.640 0.483  0.255
H 0.479 -0.726 -2.114  0.457
H -1.040 0.040 0.768  0.397
H 3.222 -0.610 -0.318  0.459
H 2.084 -1.821 -0.374  0.473

Cartesian forces (eV/Å) of the 3 atoms listed first:
C -1.9807 -1.7064 -4.1205
C -2.1865 -1.3495 1.0240
C -2.0459 -1.5906 -3.5087

Computed properties:
net charge = +2

(5)
Computed, not measured: C5H13N3O as an isolated structure, with ωB97M-V/def2-TZVPD.

Last column: natural (NBO) charge in e.
Positions of all 22 atoms, in Å:
C 0.190 0.653 0.432  0.412
C 0.416 -0.327 -0.632  -0.057
C 1.784 1.568 -0.507  -0.799
C -2.497 -1.242 -0.002  -0.737
C -1.095 -1.609 -0.460  0.552
N 0.529 0.263 1.699  -0.843
N -0.912 1.479 0.383  -0.843
N 1.486 -1.270 -0.401  -0.882
O -0.877 -2.743 -0.858  -0.597
H 0.169 -0.010 -1.640  0.204
H 1.230 -0.474 1.698  0.417
H -1.241 1.811 1.279  0.382
H 0.601 0.956 2.428  0.382
H -0.870 2.227 -0.294  0.390
H 2.288 -1.051 -0.979  0.368
H 1.150 -2.211 -0.621  0.402
H 2.431 1.168 -1.290  0.189
H 1.325 2.480 -0.894  0.178
H 2.435 1.790 0.340  0.191
H -3.159 -2.114 -0.037  0.222
H -2.469 -0.866 1.023  0.234
H -2.913 -0.478 -0.664  0.236

Cartesian forces (eV/Å) of the 3 atoms listed first:
C 3.5023 1.0496 -1.5895
C -3.8126 -4.0749 0.9855
C -0.7674 0.8194 1.4486

(6)
Computed, not measured: C5H13N3O2 as an isolated structure, with ωB97M-V/def2-TZVPD.

Last column: natural (NBO) charge in e.
Positions of all 23 atoms, in Å:
C 0.913 1.397 -0.367  0.417
C -0.661 0.613 0.135  0.624
N 0.548 2.237 -1.443  -0.861
N 1.540 2.172 0.666  -0.833
N 1.748 0.321 -0.780  -0.872
O -0.885 0.894 1.454  -0.729
O -1.595 0.668 -0.656  -0.679
H -1.840 0.875 1.613  0.487
H 0.562 3.230 -1.240  0.375
H -0.320 2.028 -1.917  0.401
H 2.705 0.387 -0.448  0.378
H 1.882 1.600 1.428  0.379
H 0.966 2.934 1.004  0.380
H 1.769 0.209 -1.788  0.388
C -1.037 -2.441 -0.833  -0.679
C -0.527 -1.806 0.408  -0.046
C -0.729 -2.189 1.655  -0.441
H 0.104 -0.641 0.215  0.214
H -0.212 -2.747 -1.478  0.221
H -1.668 -3.306 -0.613  0.219
H -1.629 -1.729 -1.411  0.245
H -1.302 -3.077 1.905  0.201
H -0.332 -1.629 2.491  0.210

Cartesian forces (eV/Å) of the 3 atoms listed first:
C -1.0805 -0.7897 0.5947
C -0.3483 4.2742 -0.7030
N -0.2790 0.9802 -0.7633

(7)
Computed, not measured: a 2-piece molecular cluster, C5H13N3O2 overall, with ωB97M-V/def2-TZVPD.

Last column: natural (NBO) charge in e.
Positions of all 23 atoms, in Å:
H -1.477 1.669 0.769  0.349
N -0.758 1.180 0.251  -0.811
C -1.108 0.783 -0.913  0.583
N -2.284 1.139 -1.534  -0.848
N -0.268 -0.062 -1.623  -0.618
C 1.188 0.077 -1.368  -0.209
C 1.899 -0.866 -2.342  -0.627
H -2.623 0.587 -2.298  0.391
H -2.844 1.817 -1.053  0.401
H -0.415 0.055 -2.614  0.359
H 1.350 -0.298 -0.368  0.211
H 1.462 1.124 -1.489  0.189
H 2.879 -0.518 -2.651  0.216
H 1.305 -1.208 -3.191  0.207
H 2.110 -1.789 -1.789  0.212
C 0.037 -1.170 2.108  -0.733
C -0.422 -0.111 3.074  0.817
O -1.522 0.326 3.245  -0.603
O 0.638 0.313 3.806  -0.703
H 1.028 -0.865 1.779  0.233
H -0.567 -1.051 1.209  0.257
H 0.004 -2.151 2.573  0.235
H 0.388 1.017 4.420  0.491

Cartesian forces (eV/Å) of the 3 atoms listed first:
H -0.1722 0.0836 -0.1762
N 0.4608 -0.0993 -0.0518
C -0.0210 0.4117 0.9940

Computed properties:
SMILES string = [H]/N=C(\N)NCC.CC(=O)O

(8)
Computed, not measured: a 2-piece molecular cluster, C5H13N3O2 overall, with ωB97M-V/def2-TZVPD.

Last column: natural (NBO) charge in e.
Positions of all 23 atoms, in Å:
C -2.196 2.807 0.648  -0.624
C -1.102 2.040 -0.059  -0.251
N -0.311 1.213 0.857  -0.524
C -0.783 0.125 1.294  0.566
N -2.028 -0.383 1.047  -0.851
N -0.054 -0.715 2.152  -0.869
H -3.052 2.131 0.822  0.181
H -2.714 3.568 0.100  0.219
H -1.858 3.057 1.644  0.224
H -1.424 1.356 -0.851  0.168
H -0.389 2.677 -0.565  0.197
H -2.770 0.120 0.607  0.390
H -2.213 -1.354 1.230  0.402
H -0.332 -0.566 3.116  0.378
H 0.938 -0.799 2.032  0.395
C 0.619 -0.944 -2.251  -0.738
C 1.872 -1.293 -1.523  0.797
O 2.984 -0.947 -1.801  -0.569
O 1.559 -1.906 -0.348  -0.715
H 0.461 -1.617 -3.099  0.242
H 0.683 0.032 -2.701  0.243
H -0.317 -1.076 -1.714  0.240
H 2.265 -2.448 0.045  0.498

Cartesian forces (eV/Å) of the 3 atoms listed first:
C -1.1643 -1.7304 0.2457
C 0.9145 -1.0237 -0.2897
N 0.3603 0.7303 0.0983

Computed properties:
SMILES string = CCN=C(N)N.CC(=O)O

(9)
Computed, not measured: C5H13N3O3P as an isolated structure, with ωB97M-V/def2-TZVPD.

Last column: natural (NBO) charge in e.
Positions of all 25 atoms, in Å:
C -0.247 2.217 -0.009  0.566
C 1.978 -0.745 0.798  -0.620
C 1.049 -2.498 -0.737  -0.645
C 0.725 -1.387 0.240  -0.161
C -0.203 -0.056 -0.798  -0.423
N 0.482 3.341 0.302  -0.842
N -1.470 2.115 0.498  -0.858
N 0.342 1.219 -0.517  -0.611
O -2.022 -1.926 -1.403  -1.163
O -2.111 -1.085 1.064  -1.000
O -2.992 0.433 -0.947  -1.159
P -2.019 -0.701 -0.599  2.274
H 2.564 -0.393 -0.130  0.201
H 2.538 -1.501 1.256  0.186
H 1.851 0.054 1.496  0.205
H 0.317 -2.527 -1.520  0.251
H 1.995 -2.185 -1.197  0.184
H 0.984 -3.361 -0.067  0.200
H -0.048 -1.685 0.840  0.210
H 0.135 -0.226 -1.842  0.204
H 0.320 3.555 1.250  0.362
H 1.505 3.269 0.046  0.390
H -1.944 2.933 0.502  0.365
H -1.914 1.321 0.069  0.416
H -1.816 -0.180 1.404  0.470

Cartesian forces (eV/Å) of the 3 atoms listed first:
C 2.0851 -2.3200 0.1247
C -0.2794 0.3924 -2.4922
C 0.1138 1.0595 0.7931

Computed properties:
net charge = -1

(10)
Computed, not measured: a 2-piece molecular cluster, C5H13N3S overall, with ωB97M-V/def2-TZVPD.

Last column: natural (NBO) charge in e.
Positions of all 22 atoms, in Å:
C 0.542 -0.497 -0.673  -0.096
C -0.439 -2.253 1.301  -0.759
C 1.424 -1.762 3.006  -0.744
C -1.367 2.065 -0.802  -0.515
C 0.816 -1.787 1.615  0.221
N -0.917 3.318 -2.665  -0.304
N 0.644 -0.462 -1.979  -0.713
N -0.951 2.179 -2.158  0.097
S 1.881 -1.102 0.444  0.438
H -1.019 -1.809 2.037  0.312
H -0.657 -2.273 0.165  0.286
H -0.458 -3.315 1.815  0.349
H 2.448 -2.303 2.835  0.302
H 0.902 -2.249 3.829  0.275
H 1.811 -0.819 3.444  0.304
H -0.713 1.385 -0.360  0.299
H -2.263 1.450 -0.803  0.306
H -1.610 3.058 -0.460  0.227
H -0.808 4.244 -2.141  0.426
H -0.660 3.515 -3.636  0.444
H -0.064 0.184 -2.385  0.433
H 1.459 -0.765 -2.429  0.412

Cartesian forces (eV/Å) of the 3 atoms listed first:
C -0.5855 0.1257 -0.0638
C -0.4551 -3.7931 -2.0841
C 2.1509 -1.1419 -0.4338

Computed properties:
net charge = +2

Result set for energy above the lowest of the compared OMol25 structures with the same formula, charge and spin: 201.2 1030.3 268.0 326.6 397.6 332.6 43.7 82.1 173.3 579.9 kJ/mol, one per record in the order listed.